{
  "formula": "C73H172F24N8O3P5",
  "method": "ωB97M-V/def2-TZVPD",
  "elements": ["C", "C", "C", "C", "P", "C", "C", "C", "C", "C", "C", "C", "C", "C", "C", "C", "C", "H", "H", "H", "H", "H", "H", "H", "H", "H", "H", "H", "H", "H", "H", "H", "H", "H", "H", "H", "H", "H", "H", "H", "H", "H", "H", "H", "H", "H", "H", "H", "H", "H", "H", "H", "H", "C", "C", "C", "C", "N", "C", "C", "C", "C", "C", "H", "H", "H", "H", "H", "H", "H", "H", "H", "H", "H", "H", "H", "H", "H", "H", "H", "H", "H", "H", "C", "C", "C", "C", "N", "C", "C", "C", "C", "C", "H", "H", "H", "H", "H", "H", "H", "H", "H", "H", "H", "H", "H", "H", "H", "H", "H", "H", "H", "H", "C", "C", "C", "C", "N", "C", "C", "C", "C", "C", "H", "H", "H", "H", "H", "H", "H", "H", "H", "H", "H", "H", "H", "H", "H", "H", "H", "H", "H", "H", "C", "C", "C", "C", "N", "C", "C", "C", "C", "C", "H", "H", "H", "H", "H", "H", "H", "H", "H", "H", "H", "H", "H", "H", "H", "H", "H", "H", "H", "H", "C", "C", "C", "C", "N", "C", "C", "C", "C", "C", "H", "H", "H", "H", "H", "H", "H", "H", "H", "H", "H", "H", "H", "H", "H", "H", "H", "H", "H", "H", "C", "C", "C", "O", "C", "N", "H", "H", "H", "H", "H", "H", "H", "H", "H", "H", "H", "H", "C", "C", "C", "O", "C", "N", "H", "H", "H", "H", "H", "H", "H", "H", "H", "H", "H", "H", "C", "C", "C", "O", "C", "N", "H", "H", "H", "H", "H", "H", "H", "H", "H", "H", "H", "H", "P", "F", "F", "F", "F", "F", "F", "P", "F", "F", "F", "F", "F", "F", "P", "F", "F", "F", "F", "F", "F", "P", "F", "F", "F", "F", "F", "F"],
  "xyz": [[4.886, 6.246, 7.412], [4.201, 6.341, 8.727], [2.737, 5.879, 8.722], [2.466, 4.416, 8.353], [0.781, 3.825, 8.535], [0.732, 2.043, 8.419], [0.926, 1.537, 7.055], [0.469, 0.056, 6.989], [-1.011, -0.142, 7.408], [0.293, 4.284, 10.207], [-1.150, 3.995, 10.673], [-1.471, 4.952, 11.839], [-0.481, 4.833, 13.016], [-0.512, 4.525, 7.456], [-0.668, 6.017, 7.624], [-1.867, 6.360, 6.808], [-2.276, 7.796, 6.607], [4.268, 6.444, 6.522], [5.221, 5.194, 7.310], [5.708, 6.917, 7.388], [4.166, 7.404, 8.982], [4.761, 5.868, 9.532], [2.246, 6.461, 8.013], [2.421, 6.083, 9.770], [3.092, 3.691, 8.944], [2.729, 4.154, 7.324], [-0.320, 1.883, 8.605], [1.281, 1.524, 9.262], [1.971, 1.591, 6.803], [0.362, 1.933, 6.251], [1.027, -0.558, 7.682], [0.609, -0.262, 5.957], [-1.417, -1.159, 7.251], [-1.660, 0.525, 6.790], [-1.228, 0.109, 8.459], [0.366, 5.386, 10.363], [0.996, 3.837, 10.859], [-1.236, 2.956, 11.145], [-1.922, 4.101, 9.904], [-2.501, 4.622, 12.171], [-1.504, 5.983, 11.494], [-0.540, 3.825, 13.398], [-0.708, 5.484, 13.865], [0.501, 5.046, 12.654], [-1.369, 3.958, 7.790], [-0.452, 4.392, 6.378], [0.162, 6.422, 7.100], [-0.676, 6.335, 8.721], [-2.734, 5.887, 7.377], [-1.888, 5.794, 5.830], [-2.985, 7.872, 5.730], [-1.466, 8.385, 6.167], [-2.578, 8.329, 7.514], [-11.844, -0.168, -9.186], [-11.421, -0.464, -7.747], [-10.093, 0.232, -7.467], [-9.598, -0.248, -6.095], [-8.279, 0.261, -5.653], [-7.261, 0.244, -6.772], [-6.956, -1.208, -7.054], [-7.270, -1.994, -5.700], [-7.655, -0.792, -4.763], [-8.368, 1.647, -4.966], [-10.969, -0.351, -9.834], [-12.317, 0.871, -9.197], [-12.647, -0.825, -9.575], [-11.358, -1.575, -7.643], [-12.123, -0.091, -6.993], [-10.306, 1.279, -7.293], [-9.285, 0.102, -8.204], [-9.527, -1.328, -6.072], [-10.244, 0.008, -5.257], [-6.380, 0.667, -6.356], [-7.586, 0.761, -7.668], [-5.991, -1.418, -7.451], [-7.566, -1.638, -7.853], [-6.454, -2.590, -5.212], [-8.144, -2.644, -5.852], [-6.738, -0.408, -4.286], [-8.382, -1.058, -3.990], [-8.836, 2.328, -5.709], [-7.369, 2.092, -4.782], [-8.823, 1.536, -4.013], [-2.836, 4.731, -0.770], [-3.041, 6.060, -0.033], [-2.600, 7.227, -0.969], [-1.166, 7.550, -1.382], [-0.965, 7.740, -2.867], [0.439, 8.301, -3.092], [0.377, 9.361, -4.233], [-1.115, 9.430, -4.697], [-1.864, 8.864, -3.392], [-1.353, 6.537, -3.560], [-1.792, 4.519, -0.610], [-2.994, 4.733, -1.870], [-3.476, 3.891, -0.402], [-2.406, 6.109, 0.863], [-4.072, 6.197, 0.316], [-3.125, 8.035, -0.493], [-3.168, 6.980, -1.920], [-0.398, 6.794, -1.025], [-0.910, 8.512, -0.909], [1.066, 7.383, -3.261], [0.888, 8.698, -2.142], [1.031, 9.048, -4.973], [0.819, 10.311, -3.914], [-1.252, 8.864, -5.573], [-1.452, 10.439, -4.906], [-2.785, 8.414, -3.528], [-1.807, 9.593, -2.588], [-2.464, 6.450, -3.616], [-1.030, 5.658, -2.980], [-0.919, 6.376, -4.545], [-2.827, 1.006, 2.387], [-1.789, 1.816, 3.195], [-0.679, 2.332, 2.376], [0.206, 1.159, 1.862], [0.871, 1.422, 0.477], [-0.049, 1.105, -0.651], [0.712, 0.217, -1.661], [2.182, 0.449, -1.218], [2.068, 0.562, 0.276], [1.316, 2.888, 0.365], [-2.540, -0.108, 2.457], [-2.917, 1.218, 1.342], [-3.827, 1.179, 2.761], [-1.365, 1.108, 3.941], [-2.264, 2.589, 3.716], [-0.059, 3.089, 2.884], [-1.192, 2.889, 1.525], [-0.251, 0.181, 1.655], [0.963, 1.001, 2.629], [-0.191, 2.010, -1.199], [-1.040, 0.849, -0.279], [0.581, 0.478, -2.695], [0.349, -0.814, -1.500], [2.606, 1.204, -1.770], [2.958, -0.343, -1.489], [2.892, 1.033, 0.857], [1.795, -0.370, 0.787], [0.477, 3.603, 0.300], [1.865, 2.927, -0.478], [1.905, 3.090, 1.253], [4.201, 6.630, 1.375], [5.459, 5.845, 1.157], [6.481, 6.150, 2.333], [7.797, 5.327, 2.382], [8.531, 5.516, 3.624], [9.649, 4.466, 3.530], [8.906, 3.144, 3.937], [7.667, 3.599, 4.790], [7.770, 5.086, 4.892], [9.072, 6.934, 3.798], [3.681, 6.391, 2.298], [3.389, 6.691, 0.603], [4.554, 7.655, 1.449], [5.885, 6.021, 0.153], [5.285, 4.815, 1.288], [5.852, 5.881, 3.225], [6.550, 7.266, 2.412], [8.424, 5.730, 1.560], [7.657, 4.263, 2.142], [10.420, 4.601, 4.207], [10.081, 4.430, 2.563], [9.641, 2.529, 4.469], [8.534, 2.583, 3.123], [7.549, 3.086, 5.769], [6.775, 3.292, 4.247], [8.506, 5.297, 5.694], [6.821, 5.550, 4.977], [9.982, 6.819, 4.367], [8.236, 7.548, 4.074], [9.446, 7.250, 2.790], [3.549, -9.761, 1.952], [4.909, -9.253, 1.851], [5.980, -10.335, 2.157], [7.399, -9.880, 1.935], [8.587, -10.745, 2.106], [9.811, -10.049, 1.555], [10.192, -10.821, 0.244], [9.744, -12.252, 0.595], [8.402, -11.968, 1.255], [8.751, -11.114, 3.539], [2.617, -9.177, 1.687], [3.418, -10.015, 3.046], [3.393, -10.624, 1.327], [5.108, -8.376, 2.550], [5.245, -8.778, 0.863], [5.699, -11.208, 1.541], [5.889, -10.685, 3.208], [7.652, -8.931, 2.460], [7.482, -9.497, 0.932], [10.575, -10.151, 2.322], [9.519, -9.004, 1.515], [11.268, -10.862, -0.051], [9.666, -10.375, -0.619], [10.459, -12.829, 1.111], [9.572, -12.753, -0.354], [7.791, -12.739, 1.689], [7.758, -11.597, 0.442], [7.885, -11.678, 3.833], [8.789, -10.217, 4.209], [9.653, -11.667, 3.711], [-4.154, -7.851, -15.336], [-3.121, -7.086, -16.181], [-3.493, -5.682, -16.489], [-2.552, -5.118, -17.332], [-2.882, -3.937, -17.980], [-1.696, -6.926, -15.496], [-1.814, -6.458, -14.596], [-1.198, -7.802, -15.283], [-1.149, -6.367, -16.126], [-4.298, -7.308, -14.381], [-3.816, -8.829, -15.044], [-5.083, -7.813, -15.922], [-2.884, -7.593, -17.106], [-3.544, -5.112, -15.539], [-4.446, -5.761, -16.912], [-2.026, -3.530, -18.477], [-3.209, -3.137, -17.278], [-3.716, -4.011, -18.723], [1.313, -1.488, -5.625], [-0.133, -1.647, -5.265], [-1.157, -2.051, -6.343], [-0.674, -3.254, -6.815], [-1.109, -3.632, -8.089], [-0.291, -2.434, -4.039], [-1.101, -2.162, -3.513], [-0.244, -3.463, -4.227], [0.503, -2.360, -3.409], [1.899, -2.445, -5.832], [1.901, -0.978, -4.829], [1.465, -0.915, -6.586], [-0.485, -0.590, -4.973], [-1.042, -1.172, -7.034], [-2.140, -2.033, -5.872], [-2.008, -4.230, -8.031], [-0.316, -4.279, -8.437], [-1.257, -2.850, -8.915], [-7.466, -13.064, 2.930], [-6.690, -12.113, 3.733], [-6.680, -10.742, 3.258], [-6.187, -9.867, 4.274], [-6.218, -8.478, 3.920], [-7.214, -12.053, 5.203], [-8.204, -11.841, 5.244], [-6.972, -12.823, 5.837], [-6.757, -11.195, 5.556], [-8.530, -12.699, 2.859], [-7.317, -14.068, 3.321], [-7.090, -13.162, 1.943], [-5.650, -12.482, 3.856], [-7.679, -10.427, 2.975], [-5.991, -10.728, 2.436], [-7.218, -8.065, 3.949], [-5.813, -8.316, 2.887], [-5.618, -7.921, 4.666], [-3.563, -0.105, -2.966], [-2.056, 0.425, -3.054], [-3.114, -0.721, -1.531], [-4.008, 1.223, -2.257], [-4.959, -0.737, -2.819], [-4.066, 0.455, -4.441], [-3.090, -1.528, -3.754], [2.257, 4.404, -3.116], [1.422, 5.186, -4.342], [0.938, 3.585, -2.637], [2.654, 3.136, -4.033], [3.142, 3.830, -1.799], [3.620, 5.160, -3.603], [1.853, 5.584, -2.114], [3.242, 3.163, 4.377], [3.871, 2.451, 5.715], [2.174, 1.967, 4.270], [2.173, 3.937, 5.271], [2.608, 3.757, 3.000], [4.194, 4.450, 4.501], [4.317, 2.308, 3.511], [1.226, -4.018, -1.129], [0.980, -5.124, -2.303], [2.803, -4.395, -0.958], [1.756, -3.003, -2.400], [1.485, -2.758, -0.176], [-0.342, -3.474, -1.405], [0.812, -5.047, -0.006]],
  "atomic_forces_ev_per_a": [[-0.026, -1.883, -0.908], [-0.966, 0.757, 0.323], [1.165, -1.080, 1.922], [0.969, -0.931, 0.037], [0.199, 0.537, 0.427], [-0.883, 0.720, 1.517], [1.046, -2.871, -0.391], [-0.796, -0.019, 0.559], [-0.716, 0.514, -0.750], [-1.519, 1.198, -0.506], [0.281, -1.106, 1.423], [-1.191, -0.815, 0.685], [-1.173, -0.013, -0.295], [0.874, -0.478, 0.381], [0.088, -0.068, 0.954], [-3.216, -0.966, 0.466], [0.389, 0.907, -1.812], [-0.125, 0.087, 0.440], [0.209, 0.522, -0.368], [1.017, 0.429, -0.135], [-0.148, -0.011, 0.288], [0.103, -0.200, -0.072], [-1.180, 1.349, -0.911], [-0.429, -0.073, -0.859], [-0.583, 0.633, -0.150], [0.115, 0.369, -0.082], [-0.550, -0.103, 0.674], [-0.278, 0.620, -1.146], [0.365, -0.006, -0.457], [-0.563, 1.493, -0.403], [0.665, -0.260, -0.113], [0.100, -0.321, 0.128], [0.572, 0.396, 0.009], [0.288, -0.323, 0.369], [0.270, -0.143, -0.291], [0.518, -0.686, -0.525], [0.836, -0.526, 0.760], [0.142, 1.086, -1.027], [0.276, -0.056, -0.010], [0.950, 0.810, -0.145], [-0.202, 0.143, -0.139], [0.286, -0.463, 0.138], [-0.059, 0.096, -0.378], [0.832, 0.122, 0.117], [-0.646, -0.054, 0.101], [0.655, -0.712, 0.098], [1.146, 0.832, 0.049], [-0.217, -0.093, -1.607], [0.671, 0.312, -0.730], [0.418, 0.718, 0.877], [-0.006, -0.145, 1.491], [0.449, -0.021, 0.341], [-0.324, -0.283, -0.303], [-1.343, 0.714, 0.064], [0.169, -0.862, -0.576], [0.248, -0.219, 1.766], [-0.440, -0.214, 0.073], [1.897, 0.509, 0.195], [-0.026, -0.352, -0.395], [-1.172, -1.940, 0.567], [-0.039, 1.209, 0.190], [0.265, -0.949, 0.529], [1.205, -0.094, -2.028], [-0.475, 0.682, 0.009], [1.169, -1.138, -0.569], [0.405, 0.167, 0.493], [0.206, 0.767, 0.218], [-0.162, -0.231, -0.295], [0.071, 0.576, -0.704], [-0.784, -0.085, -0.029], [-0.027, -0.131, -0.204], [-0.501, 0.118, -0.264], [0.715, 0.805, 0.283], [-0.039, 0.392, 0.295], [1.163, 0.409, 0.192], [-0.477, 0.262, 0.176], [-0.599, 0.726, -0.750], [0.502, 0.038, 0.116], [-0.456, 0.177, -0.239], [0.132, 0.074, -0.068], [-0.234, -0.500, 0.860], [-0.267, -0.817, -0.250], [-0.913, -0.055, 0.495], [-0.585, -0.728, 0.238], [1.058, -0.167, -0.691], [-2.351, -1.107, -1.126], [0.775, -0.326, 1.639], [-0.377, 2.256, 0.700], [1.435, -1.281, 0.170], [-1.033, -0.054, 1.526], [0.428, 0.084, 2.976], [3.081, 0.892, -0.788], [-0.322, -2.800, -0.398], [0.479, -0.773, -0.179], [-0.090, 0.416, 0.681], [0.705, 0.636, -0.010], [-0.196, -0.288, -0.012], [0.234, 0.251, -0.396], [0.274, 1.140, -0.330], [0.391, 0.648, 1.116], [-0.900, 0.738, -0.646], [0.157, -0.373, -0.324], [-0.451, 1.022, -0.399], [-1.051, -0.174, -0.691], [0.960, -0.719, -1.801], [-0.576, -0.068, 0.265], [-0.420, -0.994, -0.886], [-0.008, 0.133, 0.116], [-2.027, -0.179, -0.294], [-0.494, 0.362, -0.239], [0.968, 0.292, -0.123], [0.135, 0.328, -0.171], [0.099, 0.631, -0.013], [0.703, -1.811, 0.824], [-0.095, -2.427, 0.256], [0.257, 0.714, -2.422], [0.320, 0.371, -1.020], [-0.554, 1.818, 1.561], [-0.384, 0.713, -1.336], [0.218, -1.314, 1.592], [0.302, -3.781, 0.099], [0.487, 0.526, 1.148], [-1.905, -0.799, 2.846], [-0.843, 1.584, -0.137], [0.421, 0.456, -0.792], [-0.217, -0.347, 0.412], [-0.311, 0.511, -0.013], [-0.691, 1.271, 0.848], [-0.059, -0.503, -0.074], [0.820, -0.671, 0.632], [-0.541, 0.484, 0.503], [0.420, 0.044, -0.366], [-0.282, 0.926, -0.080], [0.218, -0.719, -0.108], [-0.372, 0.428, -0.266], [0.602, 0.183, -0.187], [0.651, 2.754, -0.573], [-1.512, 0.196, 0.471], [-0.326, -0.370, -0.618], [0.367, -0.166, -0.572], [0.221, -0.725, 0.027], [1.876, 0.410, -2.708], [0.069, 0.102, -0.118], [-0.900, 1.342, -0.318], [1.496, 0.105, 0.202], [-1.918, 0.062, 0.578], [-1.672, 1.749, -2.442], [1.515, -0.358, 1.056], [-2.683, -1.451, 0.182], [0.662, 1.014, 1.291], [0.039, -1.526, -0.305], [2.097, -0.583, -0.018], [0.435, -1.423, -2.521], [0.182, -0.208, 0.263], [1.107, -0.699, 0.178], [-0.307, 0.537, 0.233], [-0.082, -0.046, 0.468], [-0.415, -1.551, -0.381], [0.608, 0.127, -0.564], [0.757, -0.874, -0.160], [-0.002, -0.346, 0.516], [-0.256, 0.422, 0.471], [1.256, 0.974, 1.575], [0.096, 0.233, -1.054], [-0.395, 0.024, 0.025], [-0.068, -0.558, -1.053], [0.433, 0.550, -0.507], [-0.186, 0.188, -0.068], [-0.789, 0.461, -0.222], [-0.573, 0.864, 0.190], [-0.317, 0.545, 0.954], [0.188, 0.461, 0.681], [-0.541, -0.148, 0.748], [-2.876, -0.498, 1.362], [3.637, 3.143, -0.724], [-0.670, -1.247, 1.055], [0.067, 2.823, -0.465], [-0.462, -1.113, 0.663], [0.662, -0.230, -0.190], [0.561, 0.347, 0.482], [-1.454, 0.958, -1.530], [-0.254, 0.233, -1.671], [-0.232, 1.158, 0.907], [1.612, 0.312, 0.257], [-0.214, -0.223, -1.178], [0.205, -0.789, 0.023], [-0.467, -1.041, -0.536], [-0.954, -0.817, 0.864], [0.450, 0.198, 0.082], [-0.225, 0.216, -0.428], [-0.501, -0.735, 0.446], [-0.036, -0.241, -0.863], [0.151, -0.005, -0.132], [0.423, 0.122, -0.509], [-0.726, 0.601, 0.699], [-0.008, -0.495, 0.394], [0.778, -0.420, 1.032], [-0.122, -0.365, 0.046], [0.332, -0.371, 0.825], [0.253, -0.194, 0.082], [-0.268, -0.402, 0.136], [0.002, -0.487, -0.920], [0.390, -0.457, -0.216], [0.745, 1.686, 0.358], [1.305, -0.754, 0.612], [0.505, 0.679, 1.094], [1.033, -1.090, -0.040], [-1.780, 1.959, -0.219], [-1.266, -1.365, 0.638], [0.072, 0.270, -0.144], [-0.309, 0.170, -0.397], [0.502, 0.627, -0.429], [-0.227, -0.100, -0.472], [-0.126, -0.583, -0.400], [0.229, -0.480, 0.395], [0.003, -0.252, -0.194], [-0.311, 0.001, -0.236], [-1.750, 0.375, -0.820], [0.600, -0.196, -0.308], [0.167, -0.537, -0.038], [0.622, -0.451, 0.482], [2.279, -0.745, -1.427], [-1.455, 3.157, 0.471], [2.055, 1.871, 1.082], [-0.434, 0.114, -0.744], [0.177, -0.271, -1.426], [0.749, -1.804, -0.390], [-1.064, -0.151, 0.283], [-0.617, 0.809, 0.130], [0.743, 0.326, 0.593], [-1.095, 0.836, 0.408], [-0.618, -0.182, -0.452], [-0.467, -0.339, 1.113], [0.425, -1.435, -0.170], [-0.478, -1.030, -0.146], [-0.292, -0.363, -0.302], [-0.506, -0.080, 0.015], [0.086, -0.299, -0.380], [0.297, -0.405, 1.614], [-1.660, -0.315, 0.188], [1.521, -1.586, 2.346], [0.138, 2.198, 0.190], [-0.078, -0.214, -0.021], [0.778, 0.338, -0.423], [0.726, 0.688, -0.209], [-0.454, -0.331, -0.021], [-0.188, -0.052, -0.509], [0.033, -0.042, 0.115], [0.849, -0.883, 0.094], [-0.693, -0.085, 0.247], [0.437, 0.363, -1.093], [-0.510, 0.296, 0.045], [-0.277, 0.153, -0.396], [0.085, 0.244, -0.911], [-0.438, -0.146, 0.004], [-0.135, -0.177, 0.912], [-0.186, -0.508, -0.514], [1.721, -1.113, -0.203], [0.371, 0.499, -1.401], [-0.276, -0.525, 0.026], [-0.467, 1.224, 0.147], [-2.655, -1.087, 0.561], [1.000, 0.298, 0.384], [0.344, 0.665, 0.346], [2.021, -0.106, -0.352], [0.373, -1.030, 1.026], [-0.107, 0.182, -0.139], [-0.330, 0.492, 0.292], [-0.599, -0.507, -1.180], [-0.995, -0.054, 0.282], [-0.566, 1.161, 0.100], [0.299, -1.215, -0.408], [-0.033, 0.753, -0.109], [-0.260, -0.877, -0.141], [-0.779, 0.763, 0.544], [0.237, 0.419, 0.297], [0.696, -0.223, -0.084], [-0.035, 0.621, -0.023], [1.120, 0.694, -2.089], [0.134, 0.065, 0.613], [-0.802, -0.529, -0.106], [-0.521, 0.099, 0.084], [-0.703, -0.154, 0.749], [1.174, -0.430, 0.478], [-0.385, 0.505, 0.175]],
  "homo_lumo_gap_ev": 9.6,
  "charge": 5,
  "largest_force_ev_per_a": 4.9,
  "homo_ev": -15.91
}